The following is a quantum chemistry calculation of a structure of composition C53H48NO2P2PtS5 at a distorted geometry, from the Open Molecules 2025 dataset.

Element x y z (Å)
Pt: -1.2122 0.5652 -0.4538
S: 4.6932 -2.8250 4.8284
S: -2.7679 3.4648 -3.7720
S: -2.8153 -0.9678 0.1491
S: 0.9089 4.9755 -3.4117
S: 0.6188 1.1161 -4.7162
P: 1.5508 -0.1931 -0.2125
P: -0.3708 -0.3292 1.9098
O: -2.6973 -1.5752 1.5145
O: -0.3688 2.2364 -1.0986
N: 1.1989 -0.7023 1.4356
C: 3.2967 -3.0221 3.7015
C: -2.4133 -3.5334 -0.6134
C: -2.3334 3.1829 2.3467
C: 0.7767 1.9443 -3.2182
C: -0.6970 -2.1666 5.5517
C: 3.7375 0.8427 1.1671
C: 0.4870 -3.0517 -2.9322
C: -5.8829 1.4522 -0.7640
C: 4.2389 0.0691 -1.0519
C: -0.9406 4.9859 -1.6703
C: -3.2176 -3.0864 -3.2506
C: 5.0588 1.2341 1.3357
C: 0.3416 -0.0258 5.9281
C: -0.1168 -1.2467 6.4129
C: 2.2957 0.8523 -4.8469
C: -1.3656 4.1539 2.1326
C: -2.3751 -4.5681 -1.5431
C: -0.3186 -0.6613 3.7103
C: -2.2051 1.0163 -3.4488
C: 2.0885 1.9932 -2.8422
C: -0.0581 3.7880 1.8303
C: 5.9742 1.0429 0.3097
C: -6.7243 -0.3670 0.5899
C: -2.7727 -4.3454 -2.8531
C: -5.4545 -0.9112 0.6834
C: -4.4189 -0.2543 0.0300
C: -3.8604 2.3159 -4.4022
C: 6.0144 -2.7348 3.6057
C: -3.2638 -2.0464 -2.3378
C: -3.4427 1.0428 -4.1598
C: 2.9655 1.3719 -3.7798
C: -0.2143 4.1221 -2.4387
C: 1.7785 -1.9660 2.0040
C: 1.5977 -1.7047 -1.2436
C: -0.3866 2.6054 -2.4633
C: 0.2332 0.2795 4.5790
C: -0.5832 6.3509 -1.8784
C: 0.2863 2.4549 1.7279
C: 0.4062 6.4863 -2.8063
C: 2.5995 -3.7678 -2.0319
C: -4.6001 0.9276 -0.6753
C: -6.9371 0.8031 -0.1368
C: 0.5358 -1.9234 -2.1212
C: 3.3149 0.2445 -0.0213
C: -1.9960 1.8414 2.2486
C: -1.7110 2.2638 -3.1674
C: 2.6424 -2.6398 -1.2278
C: 1.5178 -3.9777 -2.8838
C: -0.6796 1.4673 1.9320
C: 5.5592 0.4655 -0.8853
C: 2.8579 -1.7174 3.0476
C: -0.8047 -1.8705 4.1997
C: -2.8600 -2.2913 -1.0316
H: 3.5693 -3.7655 2.9455
H: 2.4166 2.4970 -1.9385
H: 6.9487 -2.6230 4.1545
H: 5.8991 -1.8744 2.9445
H: -1.6563 0.1050 -3.2466
H: 3.4141 -4.4820 -1.9998
H: -3.9820 0.1634 -4.4953
H: 0.8715 7.3952 -3.1624
H: -2.7447 -5.1572 -3.5699
H: 2.7031 0.3354 -5.7046
H: 6.2677 0.3192 -1.6915
H: 2.4865 -3.4497 4.2968
H: -3.5380 -2.9187 -4.2710
H: 1.3001 2.1884 1.4592
H: 2.4840 -1.0407 3.8152
H: -0.0327 -1.4736 7.4685
H: -3.7600 1.4358 -1.1341
H: -4.7480 2.6397 -4.9286
H: -7.9359 1.2157 -0.2043
H: 7.0080 1.3396 0.4415
H: -5.2628 -1.8139 1.2512
H: -0.2587 -1.1962 -2.1855
H: 1.4917 -4.8558 -3.5189
H: -6.0505 2.3710 -1.3125
H: -2.7446 1.0799 2.4426
H: -1.6285 5.2024 2.2030
H: 0.9847 -2.5625 2.4498
H: -3.6273 -1.0693 -2.6322
H: -1.2779 -2.5769 3.5249
H: -3.3492 3.4665 2.5905
H: -2.0340 -5.5495 -1.2381
H: 4.0421 1.3297 -3.6741
H: 3.7197 -1.2330 2.5795
H: -7.5520 -0.8556 1.0878
H: 0.5941 1.2335 4.2133
H: -1.0434 7.1883 -1.3675
H: 3.9284 -0.3810 -1.9868
H: 6.0627 -3.6529 3.0189
H: -0.3494 -3.1937 -3.6073
H: 2.1642 -2.5648 1.1844
H: 3.0333 0.9919 1.9787
H: -1.6992 4.6458 -0.9723
H: -2.1112 -3.6837 0.4159
H: 0.6920 4.5474 1.6498
H: 5.3702 1.6910 2.2674
H: 0.7840 0.6953 6.6035
H: -1.0696 -3.1100 5.9299
H: 3.5109 -2.4798 -0.5956

Output
* HOMO-LUMO gap (spin up / spin down): 4.519 / 4.512 eV
* E: -5046.3130 Ha
* charge: +1

Results of the Mulliken charge analysis, in e, for atoms 1 through 99: 4.298 -0.102 -0.102 0.460 -0.089 -0.110 0.685 -1.369 -0.621 -1.079 1.015 -0.978 -0.816 -0.733 -0.488 -0.959 -1.299 -0.848 -0.992 -0.948 -0.156 -0.606 -0.678 -0.789 -0.586 -0.555 -0.748 -0.561 0.887 -0.348 -0.190 -0.607 -0.872 -0.824 -0.819 -0.696 0.571 -0.576 -0.714 -0.363 -1.603 -1.005 -1.417 -1.278 0.328 3.713 -0.441 -0.976 -0.195 -0.536 -0.937 0.362 -0.611 1.032 1.410 -0.683 -0.890 -0.148 -1.042 0.857 -1.029 0.829 -0.310 0.103 0.387 0.800 0.364 0.118 1.025 0.469 0.502 0.477 0.399 0.491 0.485 0.412 0.418 0.179 -0.014 0.443 0.019 0.486 0.422 0.413 0.492 -0.910 0.430 0.503 0.460 0.429 0.470 0.465 0.501 0.485 0.469 0.517 -0.227 0.449 0.369

The following is a quantum chemistry calculation of a structure of composition C53H50N7OP2Zn, from the Open Molecules 2025 dataset.

Element x y z (Å)
Zn: 0.3243 0.1646 -0.1683
P: -1.1571 -1.9053 -1.3546
P: -2.0883 1.6704 -0.3390
O: -1.6436 2.8395 6.9144
N: 2.2932 0.4744 -0.0457
N: 1.6203 1.9177 -2.3889
N: 0.5422 1.1220 -2.2133
N: 1.7951 -1.8659 1.7057
N: 0.3360 1.3976 2.4478
N: 0.6178 -1.4919 1.1834
N: 0.4538 3.6614 7.1051
C: 1.8172 2.1853 -3.6958
C: -2.2881 2.9332 -1.6453
C: 1.1485 -2.0003 -2.8206
C: -2.1303 -3.9687 0.2858
C: 0.0715 0.8929 -3.4326
C: 2.6728 1.8104 -0.1835
C: -0.1838 -4.5335 -0.9903
C: 3.7088 3.8482 0.6563
C: 3.4186 2.5032 0.7808
C: -1.2008 3.7470 -1.9525
C: -1.1634 -3.6034 -0.6523
C: -0.0040 -2.6206 -5.2599
C: 1.2393 1.6078 3.3116
C: 0.8370 1.5372 -4.4075
C: -3.5146 3.1887 -2.2565
C: 3.2628 4.5933 -0.4343
C: 5.6148 -1.1502 0.1525
C: -1.3313 4.7916 -2.8557
C: -1.0315 1.6865 2.7979
C: 1.6053 -2.5356 2.8644
C: -2.5508 5.0276 -3.4715
C: -0.2114 2.4887 5.0734
C: 3.0545 -1.5874 1.0818
C: -3.4794 0.5093 -0.6503
C: -3.9050 2.9307 1.4333
C: 1.9509 -2.1736 -3.9358
C: -0.2378 -2.1506 -2.9082
C: -3.3750 -0.2531 -1.9893
C: 3.5319 6.0694 -0.5478
C: 6.4438 -3.3353 1.1296
C: 1.3723 -2.4785 -5.1609
C: -2.9286 -1.7054 -1.8099
C: 3.2797 -0.4288 0.3182
C: -1.1618 -6.1574 0.4946
C: -0.3178 -1.9443 2.0067
C: -1.3848 2.3178 4.1685
C: -0.8069 -2.4657 -4.1369
C: 2.5423 3.9199 -1.4069
C: -4.2539 3.6238 2.6834
C: 4.6059 -0.2567 -0.1291
C: 4.0725 -2.5114 1.3192
C: 5.3662 -2.3158 0.8778
C: -3.3447 3.9318 3.6054
C: 1.0082 2.1318 4.6719
C: -0.5336 3.0070 6.4488
C: -2.1356 -5.2344 0.8493
C: -3.6421 4.2242 -3.1694
C: -1.5289 2.9453 2.0714
C: 0.2506 -2.6116 3.0918
C: -0.1844 -5.7998 -0.4203
C: -1.8967 3.6005 3.4355
C: 2.2783 2.5578 -1.2969
C: -2.6464 2.6169 1.1291
H: 3.0235 -2.0552 -3.8517
H: 6.6132 -0.9566 -0.2229
H: 0.7007 1.5182 -5.4743
H: 1.6060 -1.7300 -1.8724
H: 2.6433 2.7992 -4.0124
H: -2.6555 5.8379 -4.1810
H: -0.7934 0.2701 -3.5760
H: 3.8375 -3.4228 1.8562
H: 2.2640 1.3880 3.0210
H: -1.8770 -2.5887 -4.2412
H: 6.2859 -3.8563 2.0739
H: 2.1854 4.4533 -2.2816
H: -4.7221 2.6653 0.7712
H: -3.6371 4.4339 4.5202
H: 3.7950 1.9546 1.6350
H: 1.3532 3.8305 6.6962
H: -0.2512 3.5785 -1.4647
H: 7.4254 -2.8637 1.1645
H: -5.2940 3.8780 2.8420
H: -0.4786 5.4203 -3.0795
H: -2.7155 0.2790 -2.6799
H: 4.2874 4.3377 1.4313
H: 6.4690 -4.0872 0.3379
H: 2.6588 6.6526 -0.2474
H: 4.8248 0.6169 -0.7293
H: -4.3543 -0.2575 -2.4700
H: -1.6274 0.8004 2.5594
H: 0.5821 -6.5099 -0.7023
H: 2.4322 -2.9064 3.4433
H: -0.4579 -2.8591 -6.2130
H: -2.9006 -5.4975 1.5683
H: -4.4192 1.0589 -0.5975
H: -2.8918 -3.2646 0.6015
H: -4.3827 2.5801 -2.0371
H: 0.5863 -4.2821 -1.7069
H: -3.5052 -2.1368 -0.9915
H: -1.2797 4.4707 3.6676
H: 1.8707 2.1973 5.3239
H: -1.3565 -1.7479 1.7964
H: -1.1686 -7.1495 0.9263
H: -2.1825 1.8081 4.7078
H: 3.7772 6.3493 -1.5726
H: 0.2736 3.9772 8.0428
H: -3.1538 -2.3164 -2.6844
H: 1.9935 -2.6062 -6.0378
H: -0.7123 3.4461 1.5422
H: -3.4914 -0.1861 0.1942
H: 4.3629 6.3657 0.0907
H: -0.2466 -3.0841 3.9204
H: -4.5983 4.4072 -3.6420

Output
* HOMO-LUMO gap: 6.926 eV
* E: -4970.0449 Ha
* charge: +1

Results of the Mulliken charge analysis, in e, for atoms 1 through 99: 4.163 1.644 0.644 -0.608 0.705 -0.216 1.175 -0.729 0.010 1.769 -0.369 -0.462 1.052 -0.180 -0.521 -0.583 -0.696 -0.545 -1.266 -0.177 -0.383 1.007 -0.703 -0.081 -1.828 -0.580 0.384 -1.185 -0.523 0.240 -0.412 -0.777 -0.230 -0.199 -1.414 0.058 -0.683 -0.132 -0.938 -1.581 -1.591 -0.886 -1.862 -0.058 -0.627 -0.480 -0.050 -0.395 -0.075 -0.998 0.161 -0.994 0.303 -1.126 -1.053 0.130 -0.909 -0.716 -0.269 -1.932 -0.799 0.049 -0.005 -0.848 0.490 0.405 0.586 0.064 0.656 0.404 0.366 0.595 0.344 0.337 0.381 0.385 0.376 0.419 0.583 0.179 0.217 0.392 0.425 0.474 0.204 0.392 0.292 0.275 0.553 0.564 -0.137 0.458 0.590 0.451 0.438 0.715 0.115 0.245 0.376